# 1
Below is a molecular structure, C23H52IrO3P4S, with properties calculated with ωB97M-V/def2-TZVPD.

Geometry as XYZ:
```
84
Properties=species:S:1:pos:R:3:lowdin_charge:R:1
Ir 0.1614 -0.0839 0.6472 0.5741
P -0.2659 -0.4086 2.8575 0.6133
P 2.2515 -1.0301 0.7345 0.6465
P -2.9814 -0.4984 0.1267 0.8373
H 0.7688 -5.8240 -5.6098 0.0591
C -0.0468 -5.2682 -6.0841 -0.0872
C 0.2208 -4.2049 -6.8508 -0.0525
H 1.2509 -3.8791 -7.0067 0.0630
C -0.6937 -2.0993 3.3566 -0.2132
C 1.1913 0.0373 3.8552 -0.2015
C -1.5547 0.6578 3.5577 -0.2269
C 3.0026 -1.4060 -0.8789 -0.2432
C 3.5562 -0.0405 1.5469 -0.2105
C 2.2284 -2.6395 1.6072 -0.2313
C -3.3675 -0.8759 -1.5736 -0.2065
C -3.4525 1.1841 0.5326 -0.1851
C -3.6198 -1.7230 1.2656 -0.1927
H -1.0518 -5.6878 -5.9785 0.0736
H -0.5484 -3.7026 -7.4414 0.0685
H -0.8091 -2.1145 4.4502 0.0816
H 0.0922 -2.8084 3.0724 0.0325
H -1.6352 -2.4171 2.8928 0.0264
H 0.8708 0.1096 4.9016 0.0833
H 1.5892 1.0094 3.5343 0.0315
H 1.9838 -0.7137 3.7773 0.0397
H -1.4800 0.6108 4.6530 0.0780
H -2.5564 0.3293 3.2603 0.0330
H -1.4111 1.6965 3.2311 0.0358
H 4.0559 -1.6841 -0.7367 0.0782
H 2.9438 -0.5302 -1.5359 0.0499
H 2.4729 -2.2316 -1.3688 0.0369
H 3.9260 -0.5528 2.4442 0.0685
H 3.1720 0.9523 1.8112 0.0144
H 4.3901 0.0853 0.8454 0.0697
H 3.1016 -3.2222 1.2851 0.0783
H 1.3170 -3.1895 1.3445 0.0372
H 2.2748 -2.5051 2.6945 0.0435
H -4.4503 -1.0192 -1.6909 0.0855
H -2.8325 -1.7828 -1.8808 0.0524
H -3.0296 -0.0549 -2.2184 0.0651
H -4.5461 1.2932 0.4877 0.0933
H -3.0073 1.9053 -0.1642 0.0596
H -3.1197 1.4646 1.5373 0.0344
H -4.6545 -1.9750 0.9885 0.0869
H -3.5976 -1.3667 2.3039 0.0554
H -3.0011 -2.6289 1.1984 0.0609
C 0.1405 -1.9197 -2.2750 -0.6303
C -0.2993 -3.0165 -1.5096 -0.1120
C -0.1864 -4.3088 -2.0214 -0.0115
C 0.4969 -4.5339 -3.2135 0.0017
C 1.0577 -3.4573 -3.9137 -0.0287
C 0.7752 -2.1544 -3.5207 -0.0639
S -0.0359 -0.2644 -1.7742 0.7667
H -1.4959 -0.7193 0.1464 -0.1488
H -0.7338 -2.8515 -0.5213 0.0839
H -0.6353 -5.1439 -1.4857 0.1322
H 0.5429 -5.5418 -3.6282 0.1173
H 1.6156 -3.6274 -4.8349 0.1080
H 1.0490 -1.2973 -4.1430 0.1304
C -2.2574 5.0884 2.0484 -0.0551
C -1.5978 4.3890 0.8939 -0.1990
O -0.9868 3.1176 1.4555 -0.3224
P 0.1247 2.1921 0.6902 0.5633
O 1.5793 2.6683 1.2320 -0.3145
C 1.8435 3.4333 2.4671 -0.2380
C 1.9518 4.8935 2.1217 -0.0413
O 0.0617 2.7488 -0.8013 -0.3139
C 1.3133 2.8565 -1.5851 -0.2626
C 0.9229 3.3830 -2.9318 -0.0542
H -3.1741 4.5702 2.3408 0.0857
H -2.5347 6.1132 1.7888 0.1036
H -1.5841 5.1368 2.9084 0.0884
H -2.3257 4.0918 0.1257 0.1144
H -0.7926 4.9905 0.4552 0.1173
H 2.7824 3.0241 2.8762 0.1257
H 1.0416 3.2449 3.1981 0.1127
H 0.9778 5.3365 1.8845 0.0742
H 2.3632 5.3988 2.9954 0.1017
H 2.6303 5.0489 1.2824 0.0961
H 1.9816 3.5418 -1.0450 0.1234
H 1.7828 1.8645 -1.6410 0.0764
H 0.5070 4.3901 -2.8708 0.0958
H 1.8100 3.4121 -3.5723 0.1014
H 0.1793 2.7345 -3.4036 0.0793
```

Output
- multiplicity = 5
- electronic energy (eV) = -81640.9225
- total charge = +3
- relative energy (zero: lowest compared OMol25 entry of this formula, charge and spin) (kJ/mol) = 47.5


# 2
Below is 3 unconnected molecules or ions with the total composition C23H52N3O5PS2, with properties calculated with ωB97M-V/def2-TZVPD.

Geometry as XYZ:
```
86
Properties=species:S:1:pos:R:3:lowdin_charge:R:1
C -3.2746 1.8759 -2.4189 -0.0681
C -2.6723 1.7667 -1.0168 -0.2578
N -1.5133 0.8616 -0.9312 -0.1587
C -1.6852 -0.3658 -1.7169 -0.2207
C -2.9343 -1.1884 -1.3491 -0.0483
C -0.9536 0.7813 0.3134 -1.0439
S -1.2779 1.8117 1.5488 0.7206
S 0.3858 -0.4011 0.5962 0.8647
C -0.4322 -1.9996 0.8399 -0.4598
C -1.5660 -1.9955 1.8644 -0.2193
C -1.1157 -2.4393 3.2465 -0.2095
O -2.2270 -2.4136 4.1495 -0.1612
P -2.7150 -1.0433 4.7693 0.3506
O -1.7357 0.0446 4.8230 -0.2243
O -3.2805 -1.5079 6.1872 -0.0795
O -4.0229 -0.7187 3.9256 -0.1545
C -4.0820 0.5773 3.2954 -0.1745
C -5.1944 0.5946 2.3082 -0.2984
C -5.2551 1.7576 1.4268 -0.0265
O -4.8275 0.4017 0.9689 -0.0918
H -4.0971 1.1726 -2.5572 0.0749
H -2.5420 1.6777 -3.2000 0.0600
H -3.6629 2.8816 -2.5681 0.0763
H -3.4348 1.4295 -0.3068 0.0704
H -2.3433 2.7516 -0.6919 0.0754
H -0.7820 -0.9577 -1.6221 0.0764
H -1.7299 -0.0944 -2.7705 0.1014
H -3.6458 -1.2138 -2.1736 0.0756
H -2.6655 -2.2232 -1.1355 0.0656
H -3.4404 -0.8050 -0.4611 0.0641
H 0.3839 -2.6403 1.1887 0.0545
H -0.7651 -2.4206 -0.1040 0.0529
H -2.3340 -2.7046 1.5425 0.1269
H -2.0459 -1.0156 1.9159 0.0756
H -0.2862 -1.8440 3.6345 0.1249
H -0.7914 -3.4803 3.2009 0.1294
H -2.8305 -0.9873 6.8654 0.0903
H -3.1583 0.7634 2.7484 0.0295
H -4.2200 1.3379 4.0642 0.1424
H -6.1327 0.1579 2.6456 0.1558
H -4.4140 2.4356 1.3518 0.0997
H -6.1680 1.9666 0.8881 0.1150
C 0.8898 6.5298 -4.8720 -0.0923
C 1.2793 5.7485 -3.6264 -0.2752
N 0.1416 5.1430 -2.9581 -0.1969
C 0.4459 4.6505 -1.6254 -0.2408
C 1.4522 3.5025 -1.4893 -0.0772
C -0.6845 4.2782 -3.7791 -0.2431
C -0.0252 3.0686 -4.4554 -0.0785
H 0.1155 7.2621 -4.6396 0.0794
H 1.7595 7.0603 -5.2616 0.0716
H 0.5221 5.8805 -5.6674 0.0632
H 1.7407 6.4336 -2.9100 0.1173
H 2.0585 5.0174 -3.8968 0.1022
H -0.4942 4.3541 -1.1513 0.1006
H 0.8128 5.5010 -1.0424 0.1116
H 1.0319 2.5490 -1.8096 0.0474
H 1.7380 3.3906 -0.4416 0.0728
H 2.3627 3.6902 -2.0602 0.0666
H -1.1483 4.8926 -4.5551 0.1036
H -1.5088 3.9358 -3.1536 0.0903
H 0.9182 3.3369 -4.9333 0.0670
H -0.6862 2.6788 -5.2331 0.0712
H 0.1696 2.2571 -3.7540 0.0504
C 3.0891 -2.7275 2.6312 -0.0885
C 4.1977 -3.7608 2.5211 -0.2697
N 3.9198 -4.7739 1.5168 -0.2010
C 4.8069 -5.9213 1.5886 -0.2523
C 6.2974 -5.7037 1.3030 -0.0857
C 3.6300 -4.2719 0.1833 -0.2447
C 4.6800 -3.3851 -0.4976 -0.0777
H 2.1266 -3.2178 2.7925 0.0672
H 3.2751 -2.0587 3.4719 0.0798
H 3.0177 -2.1073 1.7361 0.0562
H 4.2989 -4.2781 3.4790 0.1181
H 5.1522 -3.2369 2.3531 0.1034
H 4.4198 -6.6856 0.9090 0.1104
H 4.7070 -6.3397 2.5949 0.1089
H 6.4940 -5.5428 0.2437 0.0547
H 6.8602 -6.5882 1.6074 0.0695
H 6.6967 -4.8541 1.8582 0.0660
H 2.6934 -3.7099 0.2309 0.0901
H 3.4140 -5.1361 -0.4501 0.1143
H 5.0619 -2.6194 0.1792 0.0674
H 4.2291 -2.8721 -1.3492 0.0718
H 5.5266 -3.9578 -0.8733 0.0544
```

Output
- SMILES = CCN(CC)C(=S)SCCCO[P@](=O)(O)OC[C@H]1CO1.CCN(CC)CC.CCN(CC)CC
- electronic energy (eV) = -70362.4658
- total charge = 0


# 3
Below is a molecular structure, C23H52O4P4Ru, with properties calculated with ωB97M-V/def2-TZVPD.

Geometry as XYZ:
```
84
Properties=species:S:1:pos:R:3:lowdin_charge:R:1
Ru -0.7587 0.3602 0.4897 0.7139
P -1.0204 2.5406 -0.3898 0.6989
P -1.0748 0.5198 2.7080 0.7563
P 1.0339 -0.4874 -2.1141 0.7500
H -3.4101 0.1371 0.0819 0.0779
C -2.4902 -0.3611 -0.2434 -0.2970
C -1.9299 -1.2844 0.7419 -0.3009
H -2.5445 -1.3997 1.6384 0.0528
C -2.2494 2.2221 -1.8175 -0.1644
C 0.2559 3.4234 0.7349 -0.1711
C 0.0139 3.4088 -1.7190 -0.1737
C -0.4825 -0.9533 3.6119 -0.2126
C -0.4224 1.9066 3.6974 -0.2163
C -2.8710 0.6333 3.0289 -0.2040
C 1.8832 -2.0577 -2.4882 -0.2221
C 2.0687 0.7680 -2.9414 -0.2213
C -0.3886 -0.5766 -3.2767 -0.2512
H -2.4936 -0.6209 -1.3116 0.0466
H -1.4245 -2.2001 0.4220 0.0298
H -2.7059 3.1866 -2.0843 0.0777
H -3.0378 1.5340 -1.5001 0.0321
H -1.7680 1.8021 -2.7072 0.0333
H 0.2063 4.5039 0.5262 0.0756
H 1.2694 3.0546 0.5360 0.0224
H 0.0189 3.2628 1.7875 0.0113
H -0.2001 4.4839 -1.6537 0.0819
H -0.2054 3.0629 -2.7340 0.0462
H 1.0833 3.2413 -1.5464 0.0502
H -1.1895 -1.2074 4.4122 0.0732
H 0.5031 -0.7488 4.0478 0.0618
H -0.3948 -1.8002 2.9235 0.0365
H -0.9770 2.8198 3.4503 0.0440
H 0.6443 2.0548 3.4936 0.0333
H -0.5478 1.7148 4.7700 0.0851
H -3.2321 -0.3079 3.4660 0.0688
H -3.3981 0.8394 2.0904 0.0344
H -3.0702 1.4633 3.7186 0.0712
H 2.7026 -1.8689 -3.1936 0.0691
H 1.1787 -2.7630 -2.9434 0.0357
H 2.2829 -2.5179 -1.5800 0.0203
H 2.7928 0.2581 -3.5895 0.0665
H 2.6036 1.3643 -2.1955 0.0324
H 1.4448 1.4322 -3.5539 0.0507
H -0.5121 -1.5983 -3.6614 0.0327
H -0.2227 0.0922 -4.1364 0.0641
H -1.3219 -0.2861 -2.7870 -0.0121
C -0.0348 -5.2701 -1.1478 -0.1984
C -0.6649 -4.0339 -1.3440 0.0220
C -1.6043 -3.8962 -2.3708 -0.0021
C -1.8878 -4.9902 -3.1964 0.0514
C -1.2470 -6.2238 -3.0052 0.0306
C -0.3274 -6.3833 -1.9654 0.0752
O 0.9076 -5.3315 -0.1489 0.1790
H 1.1521 -6.2475 -0.0309 0.1375
H -0.3798 -3.2050 -0.6915 0.1007
H -2.1122 -2.9385 -2.5102 0.1193
H -2.6057 -4.8748 -4.0073 0.1487
H -1.4628 -7.0610 -3.6740 0.1478
H 0.1724 -7.3391 -1.7779 0.1533
C 4.3900 -1.6944 0.4286 -0.0728
C 3.1023 -2.1265 1.0833 -0.2260
O 2.1732 -0.9961 1.3185 -0.3821
P 1.4838 0.0306 0.2578 0.6769
O 2.5122 1.3063 0.1697 -0.4260
C 3.7168 1.6408 1.0000 -0.1990
C 3.4017 1.8929 2.4481 -0.0666
O -2.2793 3.0383 0.6049 -0.3962
C -2.8100 4.3724 0.5415 -0.2745
C -3.4707 4.6330 1.8762 -0.0517
H 4.9503 -2.5955 0.1531 0.1022
H 5.0081 -1.1192 1.1282 0.0885
H 4.2447 -1.1065 -0.4875 0.0764
H 2.5592 -2.8770 0.4985 0.0848
H 3.2884 -2.5338 2.0835 0.1335
H 4.4539 0.8418 0.8593 0.0925
H 4.1009 2.5454 0.5196 0.1334
H 3.0614 0.9861 2.9610 0.0750
H 4.3292 2.2152 2.9372 0.1055
H 2.6722 2.7003 2.5775 0.0705
H -1.9980 5.0921 0.3464 0.1190
H -3.5342 4.3953 -0.2846 0.1224
H -2.7322 4.6239 2.6847 0.0774
H -4.2200 3.8669 2.0951 0.0860
H -3.9512 5.6114 1.8605 0.0959
```

Output
- multiplicity = 6
- electronic energy (eV) = -72590.2019
- total charge = +3
- relative energy (zero: lowest compared OMol25 entry of this formula, charge and spin) (kJ/mol) = 0.0